[1]
The following is a quantum chemistry calculation of a 10-piece molecular cluster, C51H46O31 overall at a distorted geometry, from the OMol25 dataset.

total charge: 0
HOMO: -8.76 eV
relative energy (zero: lowest compared OMol25 entry of this formula, charge and spin): 0.9 kJ/mol
max |F|: 14.3 eV/Å
Kohn-Sham gap: 6.12 eV

```
128
Properties=species:S:1:pos:R:3:forces:R:3
O -13.6101 -36.9708 17.9575 0.454 -0.882 1.612
C -13.9504 -36.3763 16.9776 -0.844 0.911 -1.550
C -13.9195 -37.0114 15.6324 -3.826 11.959 -3.325
C -14.2377 -36.2401 14.3943 2.353 -5.782 2.962
O -14.0363 -36.8448 13.1361 -1.139 4.656 2.128
C -14.6291 -34.8498 14.5495 -0.847 3.965 -1.554
O -14.9153 -34.1507 13.5383 0.725 -1.863 2.133
C -14.6769 -34.1570 15.8891 1.843 -6.707 4.110
C -14.4085 -34.9341 17.1672 -1.287 2.781 -6.226
O -14.5743 -34.4238 18.3777 0.574 -1.797 0.722
H -13.6590 -37.8955 15.5827 2.594 -8.624 -0.490
H -14.0008 -37.7760 13.2317 0.201 -1.968 0.674
H -14.8472 -33.1548 15.8900 -0.696 2.590 0.004
H -14.4010 -35.1794 19.0349 -0.099 1.225 -1.108
O -11.1746 -34.9588 12.2232 -0.056 0.577 -0.133
C -10.9784 -35.5943 13.2393 -0.110 -3.746 -1.330
C -10.8172 -37.0721 13.1700 1.923 1.121 14.158
C -10.5122 -37.8413 14.5228 -0.127 -2.026 -9.111
O -10.1862 -39.2258 14.4730 -0.410 4.395 3.866
C -10.3352 -37.1855 15.7800 0.117 1.507 2.895
O -10.0586 -37.7523 16.8533 -0.468 0.580 -2.302
C -10.5867 -35.7197 15.7787 -1.415 0.600 -6.568
C -10.9759 -35.0075 14.5194 1.611 0.504 7.373
O -11.2628 -33.6852 14.4925 0.523 -1.189 1.999
H -10.8993 -37.2661 12.2653 -0.522 -3.642 -8.031
H -10.3514 -39.6124 13.6592 -0.465 -0.898 -3.067
H -10.6242 -35.3989 16.7548 -0.083 1.656 1.770
H -11.7447 -33.5583 13.6915 -0.487 0.581 -1.523
O -11.5135 -45.5937 9.8769 -2.065 0.019 1.401
C -12.6951 -45.4777 10.2931 1.008 -1.041 -1.245
C -13.6162 -44.5612 9.7076 -9.145 -4.536 7.248
C -15.0951 -44.4112 10.2717 5.054 1.465 -1.868
O -15.8628 -43.2735 10.0692 0.007 -4.630 2.035
C -15.5945 -45.4369 11.3107 -2.685 0.798 1.019
O -16.7782 -45.4242 11.7583 2.976 0.435 -1.689
C -14.6188 -46.3134 11.8677 6.084 -0.898 -1.696
C -13.1985 -46.3982 11.3885 -4.440 0.842 1.937
O -12.2654 -47.1697 11.9533 -4.121 0.198 1.603
H -13.2297 -43.9023 9.1768 2.911 6.063 -5.141
H -15.4516 -42.6613 9.5048 1.567 1.574 -1.843
H -14.8544 -46.9565 12.6876 -0.449 -0.237 0.229
H -11.5660 -47.1092 11.3759 3.515 0.223 -2.241
O -19.6740 -41.0763 5.1355 0.360 -0.395 0.212
C -18.5577 -40.6035 4.9318 -2.219 -0.036 -0.169
C -18.3090 -40.0071 3.6836 7.329 2.821 -1.922
C -16.9301 -39.3315 3.4477 -6.011 -1.134 1.573
O -16.6912 -38.4058 2.5200 0.869 -1.183 0.669
C -15.9783 -39.3054 4.5703 5.273 0.794 1.199
O -14.7676 -38.8502 4.3861 -5.245 -1.856 0.758
C -16.3705 -39.8322 5.9344 -3.164 -0.933 -0.626
C -17.6572 -40.4475 6.0679 2.070 -0.173 2.413
O -18.1804 -40.9829 7.2442 6.875 3.637 -1.146
H -18.9764 -40.1415 2.8774 -0.763 0.098 -0.614
H -17.4978 -38.3100 2.0438 -1.004 0.301 -1.073
H -15.6543 -39.6266 6.7384 -0.496 -0.411 -0.337
H -18.9344 -41.4145 7.4796 -3.802 -1.653 -0.834
O -7.8833 -38.5852 7.6369 -0.418 -0.309 -0.118
C -8.6971 -38.4610 6.7095 0.011 0.032 4.002
C -8.3223 -38.1568 5.4595 -1.281 -0.152 -9.510
C -9.4160 -38.0658 4.2767 8.101 -0.498 2.708
O -8.9744 -38.0037 2.9923 -4.790 -0.234 1.853
C -10.8035 -37.9804 4.5670 -2.029 -0.097 2.149
O -11.6103 -37.7636 3.6939 -0.139 -0.009 0.046
C -11.1411 -38.1208 6.0349 0.198 -1.547 2.550
C -10.1287 -38.4846 7.0597 -4.467 2.119 -2.739
O -10.4268 -38.5980 8.3668 0.104 0.316 -0.034
H -7.2247 -38.3970 5.1721 -2.032 0.836 0.356
H -8.0819 -37.9053 3.0838 4.140 0.280 -0.130
H -12.3287 -38.0679 6.1918 3.033 -0.140 0.067
H -9.6894 -38.2829 8.9604 -0.409 -0.665 -1.258
O -12.5661 -42.1036 2.3767 0.546 0.299 -1.455
C -13.0699 -42.1654 3.4649 2.203 0.996 2.663
C -12.4712 -41.6513 4.7139 -0.754 0.835 3.086
C -13.1045 -41.7312 6.0395 2.847 -0.653 -4.069
O -12.5052 -41.2563 7.1149 -0.183 0.142 -0.585
C -14.3403 -42.5779 6.2643 -1.099 1.742 1.324
O -14.8207 -42.5989 7.4382 1.177 -0.563 -2.951
C -14.9544 -43.0497 5.0577 2.718 0.160 -5.531
C -14.2568 -42.9087 3.6490 -6.744 -3.727 3.355
O -14.8121 -43.5684 2.5315 1.250 1.717 2.256
H -11.4978 -41.1086 4.5740 -1.178 -0.534 0.415
H -13.0979 -41.3794 7.8822 -0.164 -0.015 0.430
H -15.8987 -43.5296 5.1058 -0.573 -0.533 -0.096
H -14.2917 -43.3624 1.7085 -0.140 0.149 1.209
O -21.2402 -44.8083 11.3961 0.097 1.179 -0.159
C -20.8624 -43.6343 11.4289 0.133 -1.262 0.450
C -19.4695 -43.2619 11.3368 1.568 6.239 -0.307
C -18.9624 -41.8904 11.3572 -2.270 -1.960 0.962
O -17.6570 -41.5016 11.1967 -6.341 8.423 3.069
C -19.9173 -40.7324 11.6501 -2.032 -2.332 -0.662
O -19.6247 -39.5845 11.5853 1.117 1.428 0.183
C -21.3596 -41.1241 11.8278 -2.500 -4.502 1.190
C -21.8131 -42.5590 11.7132 -1.900 5.978 0.570
O -23.2058 -42.9045 11.8308 3.737 1.482 -0.100
H -18.7438 -43.9250 11.0579 1.463 -2.324 -0.394
H -17.3777 -42.2465 10.9700 5.741 -10.138 -3.355
H -22.0734 -40.3440 12.3015 1.266 -1.426 -1.323
H -23.1982 -43.8588 11.7503 -0.069 -0.824 -0.087
C -14.2844 -41.6005 12.5246 -5.820 -0.859 -4.020
C -13.6989 -40.6139 13.3534 -1.031 3.178 3.940
C -12.9365 -41.1345 14.6474 -4.003 1.449 -0.604
O -14.0067 -39.3916 13.2093 1.539 -3.706 0.239
H -15.0931 -41.0671 11.7824 1.843 -0.655 1.911
H -15.0462 -42.3536 12.9437 1.826 0.868 0.317
H -13.7672 -42.0604 11.7168 1.286 -0.683 -0.022
H -13.3995 -41.8395 15.3573 -0.673 -0.023 -1.023
H -12.6991 -40.3335 15.2596 0.927 1.760 0.826
H -12.1494 -41.5878 14.2523 3.965 -1.991 -1.307
C -13.0337 -38.6878 10.1267 0.006 -1.384 2.295
C -14.1400 -39.6334 9.7980 1.522 -4.784 -0.702
C -15.4529 -39.0463 9.6430 -2.813 -0.421 -0.221
O -13.8864 -40.8890 9.5246 -1.065 4.390 1.061
H -13.1018 -38.0027 9.2602 0.817 0.273 0.906
H -12.1576 -39.4364 10.1104 -0.728 2.025 0.170
H -13.2740 -38.2127 11.2640 0.927 -1.006 -3.569
H -16.3217 -39.9004 9.4580 2.293 2.410 0.257
H -15.2007 -38.4205 8.6204 -1.474 -0.792 2.728
H -15.7067 -38.4907 10.6898 0.432 -0.596 -3.000
C -10.8772 -42.1545 10.3624 2.154 1.054 -2.121
C -9.8437 -41.2400 11.1606 1.014 -5.074 -5.903
C -8.3840 -41.2644 10.5727 -1.952 -2.114 6.062
O -10.1109 -40.6136 12.0826 -1.637 3.408 4.674
H -11.9411 -42.1382 10.6948 1.107 -0.306 0.034
H -10.3355 -43.1975 10.1529 -1.657 2.201 0.457
H -10.8566 -41.5253 9.3258 -0.189 -1.757 1.969
H -8.2908 -40.6237 9.8615 0.410 3.711 -5.166
H -7.9758 -42.2214 10.3873 0.124 -0.996 -0.462
H -7.8537 -40.8001 11.3926 0.588 -0.117 0.306
```
Forces are in eV/Å.

These are the Löwdin partial charges, in e, on atoms 1 to 5: number 1, O, carries 0.12; number 2, C, carries -0.35; number 3, C, carries 0.13; number 4, C, carries -0.10; number 5, O, carries 0.05

[2]
The following is a quantum chemistry calculation of a 2-piece molecular cluster, C3H4N2OS overall at a distorted geometry, from the OMol25 dataset.

total charge: 0
HOMO: -8.79 eV
relative energy (zero: lowest compared OMol25 entry of this formula, charge and spin): 710.9 kJ/mol
max |F|: 7.3 eV/Å
Kohn-Sham gap: 6.36 eV

```
11
Properties=species:S:1:pos:R:3:forces:R:3
C -0.3290 0.4727 0.3485 0.150 1.918 0.980
C 0.8177 0.2375 -0.3022 2.975 2.955 -2.993
C -0.1777 -1.7260 0.1794 -0.983 4.883 -0.470
H -1.3847 2.3100 1.8034 0.626 -1.073 -0.831
H 1.6153 0.8405 -0.9135 -1.808 -0.912 1.727
H 2.1888 -0.5210 -2.2785 -0.747 -3.403 2.993
H -0.3169 -2.8131 0.2052 -0.049 0.904 0.027
N 0.7862 -1.0439 -0.5314 2.009 -4.594 0.250
N -0.9242 -0.6168 0.6474 -1.524 -6.978 1.366
O 1.8702 -1.6784 -1.0832 0.566 3.169 -3.327
S -1.1228 1.9581 0.4802 -1.215 3.131 0.278
```
Forces are in eV/Å.

These are the Löwdin partial charges, in e, on atoms 1 to 5: number 1, C, carries -0.87; number 2, C, carries -0.15; number 3, C, carries 0.00; number 4, H, carries -0.11; number 5, H, carries 0.15

[3]
The following is a quantum chemistry calculation of a 5-piece molecular cluster, C15H35N5O5 overall at a distorted geometry, from the OMol25 dataset.

total charge: 0
HOMO: -8.56 eV
relative energy (zero: lowest compared OMol25 entry of this formula, charge and spin): 568.1 kJ/mol
max |F|: 11.0 eV/Å
Kohn-Sham gap: 8.84 eV

```
60
Properties=species:S:1:pos:R:3:forces:R:3
C -2.5924 -0.1307 -1.3629 0.747 -2.023 3.899
N -1.1664 -0.0537 -1.1559 -0.875 -0.752 -2.012
C -0.5594 0.5923 -0.1909 -0.208 -0.495 2.297
C 0.9416 0.6223 -0.1069 -0.850 0.228 -5.113
O -1.2044 1.0623 0.7551 0.086 0.543 -0.040
H -2.9254 -1.1557 -1.5529 0.297 0.185 -0.674
H -3.0114 0.5853 -1.9569 -0.908 1.795 -1.933
H -2.9514 0.0133 -0.3469 -0.729 0.372 0.130
H -0.6564 -0.5977 -1.8209 0.913 0.143 -0.373
H 1.1836 0.5523 0.8441 1.101 -0.108 4.722
H 1.1976 1.6503 -0.4679 0.374 -1.004 0.020
H 1.4356 -0.2297 -0.6419 -0.387 1.096 -0.030
C -1.1234 -2.4907 1.3691 0.322 -0.218 6.033
N -1.4284 -3.5097 2.4981 -2.162 1.265 -1.733
C -0.7194 -4.5997 2.6251 5.124 -0.549 -1.182
C -1.2644 -5.6557 3.4691 -0.457 -1.298 0.363
O 0.3856 -4.7167 2.0431 -1.404 -0.145 0.868
H -0.5304 -1.7287 1.8941 -0.206 0.002 -0.597
H -2.0344 -2.1337 1.1281 -3.037 1.695 -0.618
H -0.6964 -2.7657 0.5061 1.992 -2.078 -2.678
H -2.3954 -3.7987 2.7221 0.399 1.432 -0.436
H -0.6094 -6.2557 4.0451 1.784 -0.583 -0.381
H -1.7614 -6.3157 2.7751 -0.621 -0.442 0.118
H -1.8414 -5.3887 4.3141 -1.669 1.045 0.243
C -4.1034 3.2013 -0.3339 4.061 3.615 -2.571
N -2.6584 3.2403 -0.0129 -0.796 0.901 0.086
C -1.8704 4.3253 -0.1889 -1.048 2.388 -1.643
C -0.3404 4.2233 -0.2049 -5.831 6.539 -6.605
O -2.3424 5.4343 -0.5769 0.490 -2.109 1.047
H -4.1574 2.8553 -1.3469 -0.384 0.678 -1.181
H -4.5614 4.1463 -0.1369 -0.306 0.486 -0.206
H -4.5434 2.4653 0.1091 -2.487 -4.254 3.676
H -2.2854 2.3563 0.2441 0.871 -0.617 0.501
H 0.0786 5.0363 0.2321 0.824 2.787 1.465
H -0.1504 4.4043 -1.3089 0.241 -0.887 1.212
H 0.0026 3.4983 0.2121 4.126 -9.170 4.222
C 2.8376 -1.8067 2.8691 2.552 0.777 0.023
N 3.7236 -0.5097 2.6841 1.053 -7.317 -1.581
C 3.1956 0.5583 3.0781 -2.315 7.028 2.076
C 4.1276 1.7913 3.2011 1.007 -2.955 -3.571
O 2.0026 0.7443 3.3901 0.970 -0.974 -0.459
H 3.5976 -2.5897 3.1951 -1.519 0.778 -0.372
H 2.2536 -2.0937 2.0061 0.565 -0.058 -0.713
H 2.0576 -1.5517 3.5671 0.306 0.019 0.815
H 4.7416 -0.6537 2.4801 -1.774 0.539 0.418
H 4.9206 1.7073 2.3851 -1.223 0.592 0.327
H 4.7646 1.6453 3.9811 1.314 -0.129 2.976
H 3.6236 2.6933 3.2101 -0.972 1.622 -0.001
C 2.6956 0.0603 -4.4639 1.237 -1.919 0.249
N 1.2896 0.1913 -4.8129 2.279 1.362 -1.629
C 0.3096 -0.1627 -4.0419 -3.677 -1.705 2.244
C -1.1154 0.3023 -4.5839 0.721 0.352 4.059
O 0.4276 -0.8687 -2.9949 0.636 1.308 -2.774
H 2.6066 -0.4567 -3.3289 1.015 1.475 -3.272
H 3.2616 1.0663 -4.5619 -1.127 -1.607 0.693
H 3.2116 -0.6407 -5.3319 -1.114 1.385 2.636
H 1.1226 0.6743 -5.6919 -0.408 -0.151 0.527
H -1.1624 1.3993 -4.6849 -0.227 -0.401 0.691
H -2.0064 -0.2127 -4.1119 1.291 1.081 0.287
H -1.2274 -0.0237 -5.5109 0.026 -1.562 -4.546
```
Forces are in eV/Å.

These are the Löwdin partial charges, in e, on atoms 1 to 5: number 1, C, carries -0.06; number 2, N, carries 0.04; number 3, C, carries -0.54; number 4, C, carries 0.04; number 5, O, carries -0.01